No. 1
The following is a DFT calculation (the ωB97M-V functional and the def2-TZVPD basis) of a molecular structure, C17H17BeIN7O2S3.

HOMO-LUMO gap ... 6.81 eV
Lowest unoccupied orbital energy ... 2.301 eV
Energy above the lowest of the compared OMol25 structures with the same formula, charge and spin ... 0.0 kJ/mol
Charge ... -1

Geometry (Å):
Be: 0.160 1.486 1.655
N: 0.681 4.556 4.648
C: 0.384 3.532 3.797
S: -0.331 3.893 2.320
N: 0.680 2.315 4.233
N: 0.454 1.333 3.388
C: 0.855 0.137 3.722
C: 0.733 -0.853 2.725
C: 1.207 -2.171 2.836
C: 1.022 -3.031 1.781
C: 0.362 -2.574 0.639
C: -0.038 -1.252 0.595
N: 0.145 -0.414 1.597
H: 0.693 5.464 4.211
H: 1.391 4.371 5.340
H: 1.326 -0.043 4.681
H: 1.709 -2.480 3.740
H: 1.375 -4.052 1.836
H: 0.184 -3.227 -0.199
H: -0.500 -0.836 -0.286
I: 3.441 2.449 2.235
C: 1.839 1.776 0.927
H: 2.249 0.862 0.509
H: 1.869 2.506 0.126
N: -0.600 -4.436 -4.442
C: -0.465 -3.159 -3.923
C: 0.667 -2.817 -3.179
C: 0.869 -1.511 -2.778
C: -0.060 -0.542 -3.109
C: -1.204 -0.872 -3.809
C: -1.413 -2.177 -4.212
S: 0.271 1.180 -2.712
O: 1.656 1.391 -3.032
O: -0.704 1.972 -3.435
N: 0.081 1.278 -1.120
C: -1.076 1.570 -0.612
S: -2.533 1.846 -1.567
C: -3.424 2.018 -0.077
C: -2.605 1.887 0.981
N: -1.299 1.633 0.684
H: -0.081 -5.161 -3.972
H: -1.536 -4.699 -4.705
H: 1.394 -3.581 -2.939
H: 1.743 -1.226 -2.214
H: -1.910 -0.087 -4.031
H: -2.298 -2.447 -4.771
H: -4.473 2.230 -0.099
H: -2.890 1.964 2.016

Atomic forces in eV per Å
Be 0.2 0.2 -0.3
N 0.2 -0.1 0.3
C -0.4 0.4 -0.7
S -0.1 0.3 -0.1
N 0.3 -0.2 1.3
N 0.2 -0.4 0.0
C 0.0 1.2 0.9
C -0.1 -1.1 -0.9
C -0.1 0.5 0.2
C -0.2 0.0 -0.3
C 0.2 -0.2 0.3
C -0.1 -0.3 -0.3
N 0.4 0.0 0.6
H 0.0 -0.1 0.1
H 0.0 -0.1 0.0
H 0.0 0.0 0.0
H 0.1 0.0 0.1
H 0.0 0.0 0.0
H 0.0 0.0 -0.2
H -0.1 -0.1 -0.1
I 0.1 0.0 0.0
C -0.4 0.0 0.1
H 0.1 -0.1 0.0
H 0.0 0.1 0.1
N -0.1 -0.3 -0.1
C 0.1 0.3 0.0
C -0.1 0.0 0.0
C 0.0 -0.1 0.0
C 0.0 0.8 0.0
C -0.1 0.0 0.1
C 0.1 -0.2 0.1
S 0.2 -0.2 0.3
O 0.0 -0.1 0.2
O 0.0 -0.2 -0.1
N 1.6 -0.4 -1.4
C -1.5 0.2 -0.6
S -0.7 0.2 0.6
C 0.2 -0.2 -0.2
C -0.5 0.1 0.1
N 0.6 -0.1 0.0
H -0.1 0.0 0.0
H 0.1 -0.1 0.1
H 0.1 -0.1 0.0
H 0.2 0.0 0.0
H -0.1 0.0 -0.1
H -0.1 0.0 -0.1
H -0.2 0.1 0.2
H 0.0 0.1 0.1


No. 2
The following is a DFT calculation (the ωB97M-V functional and the def2-TZVPD basis) of a single C16H26N2O4S molecule.

HOMO-LUMO gap ... 9.16 eV
Lowest unoccupied orbital energy ... 0.728 eV
SMILES ... CCOc1ccc(N([C@@H](C)C(=O)N[C@@H](C)CC)S(C)(=O)=O)cc1
Energy above the lowest of the compared OMol25 structures with the same formula, charge and spin ... 188.0 kJ/mol
Charge ... 0

Geometry (Å):
C: 2.852 1.000 -6.025
C: 1.917 -0.195 -6.192
O: 2.059 -1.146 -5.156
C: 1.499 -0.913 -3.939
C: 1.748 -1.887 -2.970
C: 1.214 -1.780 -1.704
C: 0.431 -0.681 -1.363
N: -0.165 -0.511 -0.089
C: 0.589 -0.947 1.076
C: 1.938 -0.228 1.133
C: -0.222 -0.709 2.362
O: -0.651 -1.660 2.990
N: -0.293 0.562 2.771
C: -1.043 0.970 3.947
C: -0.103 1.712 4.895
C: -2.252 1.814 3.531
C: -3.270 1.976 4.653
S: -1.814 -0.839 -0.074
C: -1.977 -2.603 0.291
O: -2.314 -0.595 -1.393
O: -2.396 -0.081 0.994
C: 0.187 0.291 -2.323
C: 0.707 0.180 -3.599
H: 3.883 0.657 -5.978
H: 2.742 1.672 -6.872
H: 2.629 1.544 -5.110
H: 0.874 0.133 -6.277
H: 2.180 -0.745 -7.100
H: 2.357 -2.735 -3.243
H: 1.414 -2.559 -0.984
H: 0.768 -2.034 1.050
H: 2.579 -0.569 0.323
H: 1.808 0.846 1.028
H: 2.425 -0.438 2.082
H: -0.070 1.288 2.109
H: -1.387 0.043 4.415
H: 0.254 2.631 4.434
H: 0.754 1.089 5.138
H: -0.618 1.963 5.817
H: -1.908 2.798 3.202
H: -2.723 1.316 2.683
H: -4.134 2.528 4.294
H: -2.848 2.517 5.497
H: -3.607 1.002 5.001
H: -3.024 -2.845 0.168
H: -1.660 -2.772 1.314
H: -1.375 -3.144 -0.426
H: -0.435 1.131 -2.063
H: 0.479 0.951 -4.317

Atomic forces in eV per Å
C -0.2 -0.4 0.1
C 0.1 0.4 -0.3
O 0.0 -0.2 0.3
C 0.0 -0.1 0.2
C 0.0 0.1 -0.2
C -0.1 0.1 0.1
C 0.3 0.2 -0.8
N -0.9 -0.1 0.1
C 0.3 -0.1 0.4
C -0.2 -0.2 -0.1
C 0.5 -0.1 0.1
O -0.1 -0.3 0.2
N 0.1 0.3 0.1
C 0.0 0.2 0.1
C -0.2 -0.3 0.0
C -0.1 -0.3 0.1
C 0.2 0.1 -0.2
S -0.7 -0.3 -0.1
C 0.2 0.9 -0.1
O 0.2 -0.2 -0.2
O 0.1 -0.3 0.1
C 0.2 -0.2 0.1
C 0.1 0.0 -0.3
H 0.1 0.0 0.0
H 0.0 0.1 -0.1
H 0.0 0.1 0.0
H 0.1 -0.1 0.0
H -0.1 0.1 0.1
H 0.1 -0.1 0.0
H 0.0 -0.1 0.1
H -0.1 0.2 0.1
H 0.1 0.0 0.0
H 0.0 0.1 0.0
H 0.0 0.0 0.1
H 0.0 -0.1 -0.1
H 0.0 0.1 -0.1
H 0.1 0.1 0.0
H 0.1 0.0 0.0
H 0.0 0.1 0.1
H 0.0 0.0 -0.1
H 0.0 0.1 0.1
H -0.1 0.0 0.0
H 0.0 0.0 0.1
H -0.1 -0.1 0.1
H -0.2 0.0 -0.1
H 0.1 0.0 0.1
H 0.1 -0.1 -0.2
H 0.0 0.1 0.0
H 0.0 0.1 -0.1


No. 3
The following is a DFT calculation (the ωB97M-V functional and the def2-TZVPD basis) of a molecular structure, C15H19IN7ReS2.

HOMO-LUMO gap (alpha / beta) ... 7.32 / 6.57 eV
Lowest unoccupied orbital energy (alpha / beta) ... -10.105 / -11.053 eV
Energy above the lowest of the compared OMol25 structures with the same formula, charge and spin ... 74.0 kJ/mol
Charge ... +3
Spin multiplicity ... 4

Geometry (Å):
Re: 0.200 -0.532 -0.511
C: -1.784 2.587 -2.667
C: -1.422 1.473 -1.844
N: -0.184 1.122 -1.688
N: 0.799 1.914 -2.237
C: 2.008 1.480 -2.185
N: 3.002 2.120 -2.843
S: 2.346 -0.024 -1.302
C: -2.446 0.634 -1.248
C: -3.814 0.707 -1.486
C: -4.709 -0.119 -0.868
C: -4.213 -1.058 0.056
C: -2.840 -1.181 0.227
N: -1.996 -0.418 -0.441
H: -1.331 3.551 -2.324
H: -2.833 2.840 -2.561
H: -1.649 2.376 -3.684
H: 2.874 2.991 -3.302
H: 3.975 1.907 -2.693
H: -4.138 1.479 -2.231
H: -5.747 -0.139 -1.047
H: -4.897 -1.709 0.594
H: -2.414 -1.942 0.855
C: 1.837 3.006 4.190
N: 0.946 2.133 3.412
C: 1.220 1.428 2.329
N: 2.459 1.445 1.822
S: -0.158 0.445 1.693
H: 2.404 3.619 3.579
H: 2.571 2.429 4.727
H: 1.214 3.679 4.789
H: -0.048 2.124 3.637
H: 3.155 2.140 2.151
H: 2.606 1.139 0.839
I: -0.111 -2.386 -2.533
C: 0.754 -3.362 -0.919
C: 1.127 -4.632 -0.871
C: 1.442 -5.161 0.368
C: 1.621 -4.302 1.433
C: 1.205 -3.000 1.385
N: 0.767 -2.467 0.189
H: 1.089 -5.170 -1.834
H: 1.796 -6.220 0.457
H: 1.909 -4.657 2.422
H: 1.406 -2.293 2.165

Atomic forces in eV per Å
Re -0.3 0.6 1.0
C -1.3 2.8 1.2
C 0.1 -0.4 -0.1
N 0.9 -0.2 0.8
N -1.3 0.7 -0.6
C 0.3 0.1 -0.4
N 0.0 -1.2 1.1
S 0.6 -0.2 0.4
C -0.5 -2.4 1.3
C 0.7 2.4 -1.8
C 1.0 -1.8 1.6
C -0.5 0.4 -0.4
C -0.6 -0.2 -0.2
N 1.2 1.8 -0.9
H 0.4 -1.0 -0.6
H -0.2 -0.3 0.0
H 0.7 0.0 -1.6
H -0.7 0.7 -0.4
H 0.0 -0.4 0.2
H 0.0 -0.9 0.9
H -1.0 0.4 -0.4
H 0.2 0.1 -0.1
H 0.1 -0.2 0.2
C -1.1 -0.7 0.5
N -1.0 -0.5 -0.7
C 0.7 0.4 0.2
N 0.1 0.3 -0.9
S 1.2 0.3 -0.5
H 0.9 1.4 -1.7
H -0.2 -0.3 0.7
H 0.3 -0.5 0.2
H 0.4 0.1 0.4
H -0.8 -0.7 -0.1
H -0.2 0.0 1.2
I 0.0 -0.3 -0.8
C -0.7 3.6 2.5
C -0.3 -1.7 -1.6
C 2.0 -1.3 0.2
C -0.9 -0.8 1.5
C 0.3 1.4 -2.5
N 0.2 -2.2 -0.7
H 0.1 -0.2 0.9
H -0.7 1.0 -0.1
H 0.2 -0.2 -0.4
H -0.4 0.2 0.4


No. 4
The following is a DFT calculation (the ωB97M-V functional and the def2-TZVPD basis) of a molecular structure, C29H33IN5O6S2Sn.

HOMO-LUMO gap ... 6.35 eV
Lowest unoccupied orbital energy ... 1.935 eV
Energy above the lowest of the compared OMol25 structures with the same formula, charge and spin ... 147.0 kJ/mol
Charge ... -1

Geometry (Å):
Sn: -0.579 0.619 0.985
C: -5.203 4.347 1.696
S: -3.968 4.316 3.030
C: -2.868 3.027 2.495
S: -2.741 2.601 0.870
N: -2.208 2.575 3.516
N: -1.454 1.498 3.400
C: -0.664 1.229 4.385
C: 0.030 -0.025 4.433
C: 0.622 -0.463 5.631
C: 1.205 -1.710 5.679
C: 1.208 -2.490 4.529
C: 0.625 -1.970 3.384
N: 0.048 -0.785 3.329
H: -5.409 5.372 1.410
H: -4.771 3.787 0.868
H: -6.111 3.874 2.057
H: -0.573 1.914 5.229
H: 0.589 0.169 6.506
H: 1.659 -2.073 6.592
H: 1.645 -3.476 4.524
H: 0.629 -2.524 2.458
O: 1.241 0.383 -3.841
C: 0.531 0.722 -2.763
O: -0.166 -0.059 -2.167
C: 0.689 2.138 -2.348
C: 0.997 3.161 -3.235
C: 1.196 4.432 -2.713
C: 1.128 4.612 -1.344
C: 0.812 3.521 -0.534
N: 0.562 2.327 -1.039
C: 0.853 3.642 1.006
O: 1.188 4.722 1.465
O: 0.604 2.585 1.646
H: 1.311 -0.603 -3.893
H: 1.081 2.959 -4.292
H: 1.429 5.257 -3.368
H: 1.306 5.571 -0.882
N: -2.397 -1.204 -2.987
C: -2.828 -0.023 -2.508
O: -2.950 0.227 -1.333
C: -3.206 1.024 -3.544
I: -4.356 0.263 -5.180
H: -1.878 -1.781 -2.336
H: -2.137 -1.283 -3.956
H: -2.304 1.454 -3.974
H: -3.792 1.806 -3.072
C: -0.278 -4.571 0.222
C: -0.897 -3.465 -0.646
C: -1.845 -2.627 0.214
C: 0.239 -2.759 -1.360
C: 0.490 -3.106 -2.673
C: 1.630 -2.672 -3.337
C: 2.596 -1.989 -2.606
C: 2.380 -1.602 -1.300
C: 3.503 -0.922 -0.549
C: 3.760 -1.607 0.793
C: 3.279 0.574 -0.322
C: 1.126 -1.871 -0.679
O: 0.815 -1.352 0.456
H: -1.046 -5.061 0.819
H: 0.462 -4.137 0.889
H: 0.216 -5.316 -0.400
H: -1.505 -3.961 -1.418
H: -1.366 -2.329 1.144
H: -2.727 -3.221 0.458
H: -2.175 -1.724 -0.292
H: -0.206 -3.755 -3.197
H: 1.809 -2.950 -4.369
H: 3.546 -1.749 -3.070
H: 4.410 -1.025 -1.164
H: 2.860 -1.547 1.398
H: 4.573 -1.103 1.313
H: 4.031 -2.652 0.644
H: 2.374 0.746 0.257
H: 3.199 1.102 -1.272
H: 4.122 0.988 0.230

Atomic forces in eV per Å
Sn 0.0 0.9 0.1
C 0.3 -0.1 0.4
S -0.3 0.1 -0.1
C 0.2 -0.1 -0.3
S 0.2 -0.5 -0.5
N -0.5 0.9 1.4
N 1.0 -0.8 -0.4
C -0.9 1.0 -0.3
C 0.6 -0.9 0.2
C -0.2 0.3 -0.3
C 0.1 -0.2 -0.2
C 0.0 0.1 0.3
C 0.2 -0.4 -0.1
N 0.0 0.5 0.0
H 0.0 0.1 -0.1
H -0.2 0.1 -0.1
H -0.1 -0.1 -0.1
H -0.1 0.0 -0.1
H 0.0 0.1 0.0
H 0.0 0.0 0.0
H 0.1 -0.1 -0.1
H 0.0 0.0 -0.2
O 0.3 0.2 -0.3
C -0.3 -0.7 -0.1
O 0.4 0.6 0.1
C 0.1 0.5 -0.2
C 0.0 -0.2 0.1
C 0.0 -0.1 0.1
C -0.1 0.0 0.0
C 0.1 0.3 0.3
N -0.1 -0.3 0.1
C 0.1 0.2 -0.6
O 0.1 0.4 0.0
O -0.4 -1.4 0.3
H -0.3 0.3 0.3
H 0.1 0.0 0.0
H 0.0 0.1 0.0
H 0.0 0.0 0.1
N -0.1 -0.5 0.0
C -0.5 -0.1 -0.5
O 0.0 0.2 0.4
C 0.1 0.1 0.1
I 0.0 0.1 0.0
H 0.0 0.1 -0.2
H 0.0 0.0 0.0
H 0.0 0.0 -0.1
H 0.0 -0.1 0.0
C -0.2 0.0 -0.2
C 0.1 -0.1 0.2
C 0.1 0.0 -0.1
C -0.1 -0.3 -0.2
C 0.0 0.0 0.1
C 0.1 -0.1 -0.4
C 0.0 -0.1 -0.1
C 0.2 0.0 0.0
C 0.0 0.1 0.2
C 0.1 0.0 -0.1
C 0.0 -0.2 -0.1
C 0.1 -0.2 -0.3
O 0.0 0.0 0.5
H -0.1 -0.1 0.1
H 0.1 0.0 0.1
H 0.1 -0.1 0.0
H 0.1 0.1 0.0
H 0.0 0.0 0.0
H -0.1 0.0 0.0
H -0.1 0.1 0.0
H -0.1 0.0 0.0
H 0.0 -0.1 0.0
H 0.1 0.1 0.0
H -0.1 0.0 0.1
H 0.0 -0.1 0.1
H 0.1 0.0 0.1
H 0.0 -0.1 0.1
H 0.0 0.1 0.0
H -0.1 0.1 -0.1
H 0.1 0.1 0.0


| no. | electronic energy (hartree) | strongest force on any atom (Eh/bohr) |
| --- | --- | --- |
| 1 | -2698.9689 | 0.0427 |
| 2 | -1433.9367 | 0.0175 |
| 3 | -2137.7003 | 0.0861 |
| 4 | -3158.6284 | 0.0332 |